Record 1
{"formula": "C45H51BrF12IrN3O3SSi", "method": "the ωB97M-V functional and the def2-TZVPD basis", "species": ["Ir", "C", "C", "C", "C", "C", "N", "C", "C", "C", "C", "C", "C", "C", "C", "O", "C", "F", "F", "F", "C", "F", "F", "F", "C", "C", "C", "O", "C", "F", "F", "F", "C", "F", "F", "F", "H", "H", "H", "H", "H", "H", "H", "H", "H", "H", "H", "H", "C", "C", "C", "C", "Si", "Br", "C", "C", "C", "C", "C", "C", "C", "C", "H", "H", "H", "H", "H", "H", "H", "H", "H", "H", "H", "H", "H", "H", "H", "H", "H", "H", "H", "H", "H", "H", "H", "H", "H", "H", "H", "N", "C", "C", "C", "C", "C", "N", "C", "H", "H", "H", "H", "C", "S", "O", "C", "C", "C", "C", "C", "C", "H", "H", "H", "H", "H", "H", "H", "H"], "xyz": [[-0.3708, 1.5019, -1.1188], [-0.8824, 3.2808, 5.6918], [-1.0563, 2.7651, 4.2953], [-2.3161, 2.5721, 3.7417], [-2.4508, 2.0694, 2.4688], [-1.3302, 1.7334, 1.6872], [-1.5445, 1.1625, 0.4430], [-2.5727, 0.2433, 0.3038], [-2.8500, -0.6093, 1.3981], [-3.8089, -1.5884, 1.3360], [-4.5706, -1.7564, 0.1820], [-5.6283, -2.8126, 0.0913], [-4.2936, -0.9341, -0.9071], [-3.2984, 0.0299, -0.8963], [-3.1319, 0.8767, -2.1683], [-1.9796, 1.6080, -2.2989], [-3.1565, -0.0889, -3.4411], [-4.4030, -0.3755, -3.8684], [-2.5214, 0.4860, -4.4706], [-2.5427, -1.2611, -3.1960], [-4.3041, 1.8336, -2.2577], [-5.5326, 1.3373, -2.2279], [-4.2132, 2.7656, -3.2013], [-3.3984, 3.5428, -0.1406], [-0.0392, 1.9746, 2.2254], [0.0621, 2.4658, 3.5148], [1.2183, 1.5510, 1.4483], [1.2113, 1.8029, 0.1062], [1.4071, 0.0193, 1.7255], [0.2661, -0.6752, 1.5393], [1.7877, -0.2467, 2.9935], [2.3322, -0.5271, 0.9073], [2.5279, 2.2712, 1.9178], [2.9193, 2.0149, 3.1812], [2.3886, 3.5985, 1.8146], [3.5510, 1.9065, 1.1260], [-1.8426, 3.4359, 6.1797], [-0.3384, 4.2279, 5.6811], [-0.2990, 2.5771, 6.2875], [-3.1997, 2.8165, 4.3187], [-3.4304, 1.9593, 2.0245], [-2.2540, -0.4971, 2.2927], [-3.9722, -2.2287, 2.1945], [-6.1020, -2.9821, 1.0573], [-5.1842, -3.7581, -0.2306], [-6.3910, -2.5445, -0.6380], [-4.9026, -1.0567, -1.7913], [1.0316, 2.5993, 3.9719], [3.4436, -5.2134, 1.8214], [2.8133, -3.8076, 1.7192], [1.6595, -3.6957, 2.7304], [3.8962, -2.7999, 2.1350], [2.1427, -3.6305, -0.0885], [0.1912, -0.9683, -1.5259], [3.4101, -3.3323, -1.4998], [2.8078, -2.7492, -2.7865], [3.9785, -4.7330, -1.8096], [4.5520, -2.3975, -1.0666], [0.4764, -4.5331, -0.4266], [0.1372, -4.5560, -1.9256], [0.6276, -5.9880, 0.0590], [-0.7041, -3.8734, 0.3115], [3.7077, -5.3866, 2.8666], [4.3607, -5.2839, 1.2338], [2.7697, -6.0124, 1.5123], [2.0708, -3.7662, 3.7397], [0.9329, -4.4996, 2.6144], [1.1437, -2.7387, 2.6502], [4.2356, -3.0677, 3.1386], [3.5230, -1.7827, 2.1815], [4.7641, -2.8213, 1.4825], [1.9365, -3.2943, -3.1426], [3.5719, -2.7916, -3.5664], [2.5172, -1.7098, -2.6465], [3.2113, -5.4046, -2.2025], [4.4330, -5.2026, -0.9340], [4.7531, -4.6316, -2.5723], [4.1781, -1.4767, -0.6168], [5.1304, -2.1266, -1.9524], [5.2347, -2.8830, -0.3718], [0.8926, -5.0807, -2.5132], [-0.0029, -3.5485, -2.3158], [-0.8054, -5.0932, -2.0522], [1.4824, -6.4926, -0.3992], [-0.2719, -6.5369, -0.2276], [0.7192, -6.0551, 1.1429], [-0.8650, -2.8557, -0.0405], [-0.5705, -3.8512, 1.3914], [-1.6060, -4.4516, 0.0951], [0.0981, 3.3649, -7.2273], [0.5683, 2.9909, -6.2485], [1.1681, 2.5366, -5.0315], [2.5501, 2.4055, -4.9125], [3.0682, 1.9604, -3.7088], [2.2038, 1.6784, -2.6670], [0.8811, 1.8165, -2.7884], [0.3628, 2.2282, -3.9412], [3.1942, 2.6516, -5.7456], [4.1324, 1.8403, -3.5686], [2.5658, 1.3425, -1.7034], [-0.7161, 2.3005, -3.9984], [-2.6411, 5.4516, -1.7803], [-1.7642, 4.1440, -0.9066], [-0.4968, 3.9590, -1.6827], [-1.2562, 5.0237, 0.5809], [0.0878, 5.3537, 0.6831], [0.5187, 6.0841, 1.7791], [-0.3851, 6.4583, 2.7628], [-1.7226, 6.1028, 2.6547], [-2.1693, 5.3793, 1.5610], [-1.9621, 6.3001, -1.8262], [-3.5523, 5.6712, -1.2339], [-2.8667, 5.0694, -2.7735], [0.7773, 5.0525, -0.0925], [1.5626, 6.3507, 1.8662], [-0.0446, 7.0318, 3.6155], [-2.4225, 6.3873, 3.4297], [-3.2095, 5.1009, 1.4675]], "forces_ev_per_a": [[1.1, -0.2, -0.5], [0.1, 0.0, -0.1], [-0.1, 0.0, -0.1], [0.1, 0.0, 0.1], [0.0, -0.1, -0.3], [-0.1, 0.2, 0.5], [0.1, 0.1, -0.3], [-0.3, -0.4, 0.0], [0.2, 0.3, -0.2], [-0.2, -0.1, -0.1], [0.1, 0.1, 0.0], [0.0, -0.1, 0.0], [0.0, -0.1, 0.2], [0.0, 0.2, 0.2], [1.9, 0.0, 0.9], [-1.0, -0.7, -0.6], [0.1, -0.2, -0.7], [0.1, 0.0, 0.1], [-0.3, -0.1, 0.3], [-0.3, 0.7, 0.1], [-1.3, 0.6, -2.1], [1.4, 1.0, 0.4], [-0.2, -0.9, 1.5], [-1.8, -0.5, 0.4], [0.2, 0.0, -0.2], [-0.1, 0.0, 0.0], [0.0, -0.3, -0.1], [0.2, -0.1, -0.1], [0.0, -0.1, 0.2], [0.2, 0.1, 0.0], [-0.1, 0.0, -0.3], [-0.2, 0.1, 0.0], [0.2, 0.3, 0.0], [0.0, 0.0, -0.2], [-0.1, -0.2, 0.0], [-0.1, 0.0, 0.1], [0.0, 0.0, 0.0], [0.0, 0.0, 0.0], [0.0, 0.0, 0.0], [0.0, 0.0, 0.0], [0.0, 0.0, 0.0], [0.0, 0.0, 0.0], [0.0, 0.0, 0.0], [0.0, 0.0, 0.0], [0.0, 0.0, 0.0], [0.0, 0.0, 0.0], [0.0, -0.1, 0.0], [0.0, 0.0, -0.1], [-0.1, -0.1, -0.4], [-0.2, 0.4, -0.2], [0.0, -0.1, -0.1], [0.0, 0.0, 0.0], [0.2, -0.5, 0.1], [-0.4, 1.3, 0.4], [-0.3, 0.3, 0.1], [-0.1, 0.0, 0.0], [-0.2, -0.2, 0.3], [-0.1, -0.1, 0.1], [0.1, 0.4, -0.1], [0.1, 0.0, 0.1], [0.2, 0.1, 0.1], [0.1, 0.1, 0.0], [0.0, 0.0, 0.0], [0.0, 0.0, 0.1], [0.1, 0.0, 0.1], [0.0, 0.0, 0.0], [0.0, 0.0, 0.1], [0.0, -0.1, 0.1], [0.0, -0.1, 0.0], [0.1, -0.1, 0.0], [0.0, 0.0, 0.1], [0.1, 0.0, 0.0], [0.0, 0.0, 0.0], [0.0, 0.0, 0.0], [0.0, 0.0, 0.0], [0.0, 0.0, -0.1], [0.0, 0.0, 0.0], [0.1, 0.0, 0.0], [0.0, 0.0, 0.0], [0.0, 0.0, 0.0], [0.0, 0.0, 0.0], [0.0, -0.1, -0.1], [0.0, 0.0, 0.0], [0.0, -0.1, 0.0], [0.0, 0.0, 0.0], [0.0, 0.0, -0.1], [-0.1, 0.0, 0.1], [-0.1, 0.0, 0.0], [0.0, -0.1, 0.0], [0.0, 0.0, 0.0], [-0.1, 0.1, -0.2], [0.2, -0.1, 0.3], [-0.1, 0.0, 0.1], [-0.1, 0.0, -0.1], [0.2, -0.1, 0.0], [-0.2, 0.1, 0.3], [-0.1, 0.0, -0.3], [0.0, 0.0, 0.0], [0.0, 0.0, 0.0], [-0.1, 0.1, 0.0], [0.1, 0.0, 0.1], [0.3, -0.2, 0.2], [-0.9, -0.1, 0.5], [1.8, -0.8, -0.4], [0.0, 0.0, -0.4], [-0.1, 0.1, 0.0], [0.0, 0.0, 0.1], [0.1, 0.0, 0.0], [0.0, 0.0, 0.0], [-0.1, 0.1, 0.1], [0.0, 0.1, -0.1], [0.0, 0.1, 0.0], [0.0, 0.0, 0.0], [0.0, 0.0, 0.0], [0.0, 0.0, 0.0], [0.0, 0.0, 0.0], [0.0, 0.0, 0.0], [0.0, -0.1, 0.0]], "lowdin_charge": [1.21, -0.03, -0.24, -0.01, -0.01, -0.22, -0.04, -0.22, 0.00, -0.01, -0.23, -0.03, 0.02, -0.06, -0.35, -0.34, -0.52, 0.15, 0.17, 0.13, -0.11, 0.20, 0.19, -0.44, -0.04, 0.04, -0.33, -0.29, -0.53, 0.09, 0.15, 0.09, -0.54, 0.14, 0.17, 0.16, 0.08, 0.09, 0.09, 0.12, 0.13, 0.12, 0.12, 0.09, 0.09, 0.09, 0.12, 0.13, -0.07, -0.58, -0.08, -0.08, 1.17, 0.48, -0.61, -0.12, -0.07, -0.08, -0.61, -0.10, -0.08, -0.10, 0.10, 0.08, 0.06, 0.10, 0.07, 0.07, 0.10, 0.06, 0.06, 0.06, 0.10, 0.01, 0.08, 0.07, 0.10, 0.08, 0.10, 0.07, 0.08, 0.02, 0.10, 0.09, 0.10, 0.07, 0.00, 0.06, 0.10, 0.18, -0.17, -0.18, 0.02, -0.01, -0.11, -0.11, -0.05, 0.13, 0.12, 0.11, 0.12, -0.15, 0.92, -0.50, -0.33, -0.07, -0.07, -0.07, -0.07, -0.08, 0.07, 0.06, 0.06, 0.11, 0.11, 0.11, 0.11, 0.11], "multiplicity": 2, "total_charge": 1, "e_lumo_ha": [-0.173, -0.173], "s_squared": 0.785, "largest_force_ev_per_a": 2.574, "relative_energy_ev": 5.2491, "e_homo_ha": [-0.3349, -0.3344]}

=====

Record 2
{"formula": "C45H51N7OPPbS", "method": "the ωB97M-V functional and the def2-TZVPD basis", "species": ["Pb", "C", "C", "C", "C", "N", "C", "C", "C", "C", "C", "C", "N", "C", "C", "C", "C", "C", "N", "H", "H", "H", "H", "H", "H", "H", "H", "H", "H", "H", "C", "C", "C", "C", "C", "C", "P", "C", "C", "C", "C", "C", "C", "C", "C", "C", "C", "C", "C", "H", "H", "H", "H", "H", "H", "H", "H", "H", "H", "H", "H", "H", "H", "C", "C", "C", "S", "O", "C", "C", "C", "H", "H", "H", "H", "H", "H", "H", "H", "H", "H", "H", "H", "H", "H", "C", "N", "C", "N", "C", "N", "C", "N", "C", "C", "H", "H", "H", "H", "H", "H", "H", "H", "H", "H", "H", "H"], "xyz": [[-0.3037, 0.0832, -0.2548], [-0.9197, -2.0234, 3.8862], [-0.9169, -0.9900, 4.8080], [-0.7833, 0.3168, 4.3584], [-0.6585, 0.5528, 3.0001], [-0.6972, -0.4465, 2.1178], [-0.8118, -1.7025, 2.5447], [-0.5326, 1.9201, 2.4316], [-0.3269, 3.0459, 3.2126], [-0.3096, 4.2894, 2.6042], [-0.5552, 4.3899, 1.2450], [-0.7553, 3.2276, 0.5192], [-0.6843, 2.0291, 1.1072], [-1.1738, 3.2207, -0.9073], [-1.4182, 4.3719, -1.6366], [-1.9117, 4.2567, -2.9293], [-2.1741, 2.9987, -3.4475], [-1.8910, 1.8979, -2.6591], [-1.3848, 2.0104, -1.4308], [-1.0143, -3.0560, 4.1940], [-1.0225, -1.1902, 5.8667], [-0.7950, 1.1312, 5.0681], [-0.8296, -2.4741, 1.7811], [-0.1768, 2.9650, 4.2791], [-0.1332, 5.1813, 3.1914], [-0.5911, 5.3597, 0.7720], [-1.2411, 5.3515, -1.2182], [-2.1043, 5.1461, -3.5159], [-2.5862, 2.8704, -4.4392], [-2.0897, 0.8900, -3.0092], [-4.6421, -2.0318, 3.0979], [-4.2248, -3.1331, 2.3581], [-3.6326, -2.9554, 1.1163], [-3.4573, -1.6659, 0.6154], [-3.8805, -0.5620, 1.3569], [-4.4763, -0.7463, 2.5974], [-2.6958, -1.3412, -0.9907], [-3.9247, -1.7603, -2.2305], [-3.5450, -1.6994, -3.5772], [-4.4363, -2.0805, -4.5625], [-5.7132, -2.5092, -4.2108], [-6.1003, -2.5442, -2.8790], [-5.2147, -2.1573, -1.8825], [-1.3643, -2.5527, -1.2080], [-1.5676, -3.8326, -1.7489], [-0.4799, -4.6727, -1.9381], [0.8068, -4.2643, -1.6044], [1.0360, -2.9968, -1.0637], [-0.0743, -2.2040, -0.9099], [-5.1169, -2.1789, 4.0598], [-4.3714, -4.1331, 2.7464], [-3.3270, -3.8184, 0.5359], [-3.7649, 0.4391, 0.9507], [-4.8185, 0.1072, 3.1688], [-2.5443, -1.3757, -3.8491], [-4.1447, -2.0434, -5.6040], [-6.4101, -2.8113, -4.9816], [-7.0965, -2.8711, -2.6120], [-5.5265, -2.1756, -0.8466], [-2.5704, -4.1477, -2.0126], [-0.6359, -5.6536, -2.3681], [1.6534, -4.9152, -1.7826], [2.0436, -2.6825, -0.8342], [4.5026, 3.2945, 2.9180], [3.3042, 2.3613, 2.7516], [3.7656, 0.9182, 2.5977], [2.3803, -0.1881, 2.2883], [1.7990, 0.3290, 0.9563], [3.3023, -1.7042, 1.8775], [2.9619, -2.8355, 2.8432], [3.4009, -2.5255, 4.2737], [4.1786, 4.3322, 2.9825], [5.1879, 3.2070, 2.0732], [5.0582, 3.0582, 3.8263], [2.7260, 2.6481, 1.8683], [2.6437, 2.4452, 3.6200], [4.2286, 0.5419, 3.5152], [4.4674, 0.8064, 1.7676], [4.3676, -1.4718, 1.9093], [3.0155, -1.9225, 0.8492], [3.4580, -3.7432, 2.4963], [1.8837, -3.0238, 2.8135], [4.4659, -2.2841, 4.3063], [3.2431, -3.3829, 4.9253], [2.8437, -1.6801, 4.6894], [1.9128, 2.3157, -1.6659], [2.9517, 2.7422, -2.5716], [2.4787, 2.5757, -3.9538], [2.1514, 1.1702, -4.2293], [1.1114, 0.7403, -3.3288], [1.5265, 0.8831, -1.8922], [2.7874, 0.0652, -1.7282], [3.8253, 0.4921, -2.6336], [4.1400, 1.9017, -2.3782], [3.3538, 0.3583, -4.0165], [1.0382, 2.9439, -1.8222], [2.2551, 2.4119, -0.6326], [3.2560, 2.9033, -4.6411], [1.5885, 3.1890, -4.1063], [0.8734, -0.3111, -3.5154], [0.2267, 1.3478, -3.4976], [2.5407, -0.9775, -1.9374], [3.1218, 0.1692, -0.7055], [4.9226, 2.2253, -3.0615], [4.4987, 2.0151, -1.3535], [3.1296, -0.6884, -4.2260], [4.1343, 0.6924, -4.6973]], "forces_ev_per_a": [[0.5, -0.2, -0.1], [0.0, 0.0, 0.1], [0.0, 0.0, 0.0], [0.0, 0.0, 0.1], [-0.1, 0.0, 0.0], [-0.1, -0.2, -0.1], [0.0, 0.0, -0.1], [0.0, 0.0, -0.1], [0.0, 0.0, 0.1], [0.0, 0.0, 0.0], [0.0, 0.1, 0.0], [0.0, 0.0, 0.0], [0.1, -0.2, -0.1], [0.0, 0.0, 0.0], [0.0, 0.1, 0.0], [0.0, 0.0, 0.0], [0.0, 0.0, 0.0], [-0.1, -0.1, 0.1], [0.1, -0.2, -0.1], [0.0, 0.0, 0.0], [0.0, 0.0, 0.0], [0.0, 0.0, 0.0], [0.0, 0.0, 0.0], [0.0, 0.0, 0.0], [0.0, 0.0, 0.0], [0.0, 0.0, 0.0], [0.0, 0.0, 0.0], [0.0, 0.0, 0.0], [0.0, 0.0, 0.0], [0.0, 0.0, 0.0], [0.0, 0.0, 0.0], [0.0, 0.0, 0.0], [-0.1, 0.0, 0.0], [0.0, 0.1, 0.0], [0.0, -0.1, 0.0], [0.0, 0.0, 0.0], [-0.1, -0.3, 0.3], [0.1, 0.3, -0.2], [0.0, 0.0, 0.0], [0.0, 0.0, 0.0], [0.0, 0.0, 0.0], [0.0, 0.0, 0.0], [0.0, 0.0, 0.0], [-0.1, -0.4, -0.3], [0.1, 0.0, 0.1], [-0.1, 0.0, -0.1], [0.0, 0.1, 0.1], [0.0, -0.2, 0.1], [-0.1, 1.1, 0.2], [0.0, 0.0, 0.0], [0.0, 0.0, 0.0], [0.0, 0.0, 0.0], [0.0, 0.0, 0.0], [0.0, 0.0, 0.0], [0.0, -0.1, 0.0], [0.0, 0.0, 0.0], [0.0, 0.0, 0.0], [0.0, 0.0, 0.0], [0.0, 0.0, 0.0], [0.0, 0.0, 0.0], [0.0, 0.0, 0.0], [0.0, 0.0, 0.0], [-0.1, 0.0, 0.0], [0.0, -0.1, 0.0], [0.1, 0.0, 0.0], [-0.1, 0.1, 0.0], [0.2, 0.0, -0.1], [-0.2, 0.0, 0.0], [0.0, -0.1, 0.2], [0.0, 0.1, 0.1], [0.0, 0.0, -0.1], [0.0, 0.0, 0.0], [0.0, 0.0, 0.0], [0.0, 0.0, 0.0], [0.0, 0.0, 0.0], [0.0, 0.0, 0.0], [0.0, 0.0, -0.1], [0.0, 0.0, 0.0], [0.0, 0.0, -0.1], [0.0, 0.0, 0.0], [0.0, 0.0, -0.1], [0.0, -0.1, 0.0], [0.0, 0.0, 0.0], [0.0, 0.0, 0.0], [0.0, 0.0, 0.0], [0.2, 0.0, -0.1], [0.0, 0.0, -0.1], [0.0, -0.1, 0.2], [0.0, 0.1, -0.1], [0.1, 0.0, 0.0], [-0.2, 0.0, 0.4], [0.1, 0.0, -0.3], [0.0, 0.0, -0.1], [-0.2, -0.1, 0.0], [-0.1, 0.1, 0.1], [0.0, 0.0, 0.0], [0.0, 0.0, 0.0], [0.0, 0.0, 0.0], [0.0, 0.0, 0.0], [0.0, 0.0, 0.1], [0.0, 0.0, 0.0], [-0.1, 0.1, 0.0], [0.0, 0.0, 0.1], [0.0, 0.0, 0.0], [0.0, 0.0, 0.0], [0.0, 0.0, 0.0], [0.0, 0.0, 0.0]], "lowdin_charge": [1.47, -0.01, 0.01, 0.03, -0.24, -0.01, -0.12, -0.19, 0.03, 0.02, 0.04, -0.18, 0.08, -0.23, 0.03, 0.01, 0.00, -0.13, 0.00, 0.13, 0.13, 0.12, 0.12, 0.13, 0.14, 0.13, 0.13, 0.14, 0.13, 0.10, -0.04, -0.05, -0.08, -0.41, -0.11, -0.05, 1.06, -0.37, -0.11, -0.05, -0.03, -0.04, -0.06, -0.43, -0.04, -0.02, -0.02, -0.08, -0.23, 0.12, 0.12, 0.11, 0.11, 0.12, 0.10, 0.12, 0.12, 0.12, 0.11, 0.12, 0.13, 0.13, 0.09, -0.08, -0.30, -0.32, 1.02, -0.65, -0.30, -0.28, -0.09, 0.08, 0.08, 0.09, 0.09, 0.11, 0.12, 0.11, 0.11, 0.07, 0.12, 0.09, 0.09, 0.09, 0.06, -0.16, -0.07, -0.13, -0.07, -0.17, -0.13, -0.17, -0.07, -0.13, -0.13, 0.11, 0.12, 0.14, 0.13, 0.14, 0.10, 0.11, 0.10, 0.14, 0.13, 0.14, 0.14], "total_charge": 3, "e_lumo_ha": -0.356, "largest_force_ev_per_a": 1.145, "relative_energy_ev": 0.7421, "e_homo_ha": -0.5753}